15 unconnected molecules or ions with the total composition C52H82Cl8O33, computed with wB97M-V/def2-TZVPD.

## Properties
Total charge: -1
<S²>: 0.7508
2S+1: 2
LUMO level (alpha / beta), eV: 1.2 / 1.2
HOMO-LUMO gap (alpha / beta), eV: 1.735 / 9.854

CARTESIAN COORDINATES (ANGSTROEM)
C 8.21 -33.79 -0.07
C 8.38 -32.31 0.26
C 9.64 -31.72 -0.35
O 9.17 -30.62 -1.10
C 7.92 -30.34 -0.72
O 7.31 -29.33 -1.01
O 7.39 -31.42 -0.14
H 7.33 -34.18 0.45
H 9.10 -34.36 0.19
H 8.05 -34.02 -1.12
H 8.50 -32.25 1.34
H 10.04 -32.46 -1.05
H 10.43 -31.41 0.33
C 14.10 -29.49 1.80
C 12.93 -30.21 1.03
C 12.45 -29.48 -0.22
O 12.77 -30.49 -1.24
C 13.28 -31.60 -0.74
O 13.58 -32.51 -1.49
O 13.52 -31.43 0.58
H 14.89 -29.19 1.12
H 14.61 -30.06 2.57
H 13.62 -28.67 2.34
H 12.14 -30.33 1.77
H 13.09 -28.63 -0.45
H 11.38 -29.27 -0.27
C 13.53 -35.49 3.45
C 12.44 -34.43 3.70
C 12.21 -33.40 2.62
O 10.84 -33.33 2.46
C 10.28 -34.46 2.91
O 9.09 -34.77 2.89
O 11.26 -35.18 3.57
H 13.52 -36.35 4.12
H 14.51 -35.03 3.36
H 13.42 -35.94 2.46
H 12.43 -34.06 4.72
H 12.66 -33.70 1.67
H 12.61 -32.51 3.10
C 15.26 -30.73 -3.84
C 15.11 -30.29 -5.37
C 13.97 -30.92 -6.13
O 13.39 -29.77 -6.79
C 14.07 -28.66 -6.41
O 13.81 -27.55 -6.85
O 14.93 -28.88 -5.48
H 15.07 -31.78 -3.61
H 14.56 -30.18 -3.21
H 16.24 -30.46 -3.46
H 16.02 -30.54 -5.93
H 13.29 -31.44 -5.45
H 14.41 -31.61 -6.84
C 14.79 -35.43 -2.37
C 14.32 -36.85 -2.65
C 14.67 -37.29 -4.10
O 15.38 -38.49 -3.81
C 15.60 -38.71 -2.55
O 16.08 -39.72 -2.10
O 15.11 -37.69 -1.78
H 14.42 -34.75 -3.14
H 15.87 -35.32 -2.40
H 14.40 -35.11 -1.40
H 13.29 -37.12 -2.42
H 15.30 -36.48 -4.48
H 13.77 -37.42 -4.71
C 8.73 -32.08 4.89
C 8.53 -30.69 4.41
C 9.38 -29.58 5.02
O 9.77 -28.78 3.94
C 9.54 -29.44 2.82
O 10.05 -29.16 1.74
O 8.85 -30.54 3.08
H 8.38 -32.92 4.29
H 8.33 -32.20 5.89
H 9.81 -32.12 5.05
H 7.49 -30.34 4.43
H 10.26 -30.00 5.51
H 8.78 -29.08 5.78
C 9.79 -25.61 5.41
C 11.22 -26.28 5.46
C 11.94 -26.61 4.16
O 13.22 -26.12 4.38
C 13.18 -25.19 5.35
O 14.16 -24.48 5.66
O 11.93 -25.23 5.96
H 9.70 -24.74 4.77
H 9.48 -25.41 6.44
H 9.07 -26.34 5.03
H 11.12 -27.11 6.16
H 11.45 -26.20 3.28
H 11.97 -27.68 3.96
C 9.94 -27.33 -5.09
C 10.68 -27.17 -3.75
C 11.77 -28.19 -3.62
O 12.85 -27.49 -3.04
C 12.66 -26.18 -3.21
O 13.48 -25.23 -3.03
O 11.50 -26.03 -3.80
H 10.61 -27.22 -5.94
H 9.19 -26.56 -5.23
H 9.46 -28.30 -5.22
H 10.06 -27.13 -2.86
H 12.15 -28.58 -4.56
H 11.43 -29.03 -3.01
C 17.46 -28.75 6.04
C 17.59 -28.18 4.63
C 16.39 -27.45 3.93
O 16.93 -26.17 3.70
C 18.17 -26.09 3.95
O 18.92 -25.12 3.85
O 18.63 -27.24 4.57
H 18.42 -28.96 6.50
H 16.90 -29.68 6.13
H 16.93 -28.07 6.71
H 17.89 -28.99 3.97
H 15.55 -27.33 4.61
H 16.00 -27.95 3.05
C 6.79 -26.83 1.11
C 7.98 -25.91 1.07
C 9.03 -26.31 0.03
O 9.45 -25.08 -0.51
C 8.45 -24.23 -0.39
O 8.36 -23.15 -0.97
O 7.54 -24.67 0.49
H 7.08 -27.88 1.02
H 6.10 -26.67 0.29
H 6.16 -26.71 1.99
H 8.48 -25.80 2.04
H 8.54 -26.88 -0.76
H 9.80 -26.94 0.48
C 17.01 -25.05 -1.58
C 16.31 -26.33 -1.24
C 16.55 -27.44 -2.30
O 16.73 -28.59 -1.46
C 17.00 -28.21 -0.24
O 17.27 -28.95 0.70
O 16.87 -26.94 -0.10
H 16.54 -24.59 -2.44
H 18.06 -25.23 -1.82
H 17.01 -24.38 -0.72
H 15.26 -26.07 -1.11
H 17.45 -27.17 -2.85
H 15.71 -27.49 -2.99
Cl 11.02 -36.04 -3.42
C 11.36 -34.37 -3.97
C 10.14 -33.45 -3.82
Cl 10.50 -31.76 -4.31
H 11.54 -34.38 -5.05
H 12.29 -34.01 -3.52
H 9.66 -33.36 -2.85
H 9.26 -33.84 -4.33
Cl 13.10 -26.01 0.77
C 13.50 -24.31 0.61
C 12.24 -23.40 0.90
Cl 11.60 -23.61 2.52
H 13.84 -24.20 -0.42
H 14.23 -24.18 1.41
H 11.51 -23.67 0.13
H 12.44 -22.33 0.80
Cl 17.80 -34.79 5.88
C 17.89 -33.94 4.23
C 17.85 -32.41 4.31
Cl 16.16 -31.84 4.38
H 17.03 -34.32 3.69
H 18.73 -34.35 3.66
H 18.38 -32.05 3.43
H 18.41 -32.03 5.16
Cl 16.27 -33.00 1.26
C 17.06 -31.99 0.06
C 17.41 -32.82 -1.13
Cl 18.31 -31.88 -2.37
H 17.97 -31.65 0.56
H 16.36 -31.17 -0.09
H 16.48 -33.05 -1.65
H 17.89 -33.76 -0.87



A single C5H8OSi molecule, computed with wB97M-V/def2-TZVPD.

## Properties
LUMO level, eV: 0.1
ΔE to the lowest compared entry with this formula, charge and spin, kJ/mol: 230.29
HOMO-LUMO gap, eV: 8.835

CARTESIAN COORDINATES (ANGSTROEM)
O -1.68 1.71 0.50
C -0.66 1.82 -0.47
Si 0.72 0.53 -0.63
C 0.24 -1.25 -0.98
C 0.09 -1.92 0.18
C 0.58 -1.38 1.42
C 0.97 -0.10 1.40
H -2.25 0.89 0.52
H -0.26 2.80 -0.29
H -1.20 2.07 -1.52
H 1.42 1.08 -1.78
H -0.07 -1.57 -1.93
H -0.24 -2.96 0.11
H 0.61 -1.91 2.25
H 1.23 0.39 2.24



A single C6H4S molecule, computed with wB97M-V/def2-TZVPD.

## Properties
LUMO level, eV: 0.6
ΔE to the lowest compared entry with this formula, charge and spin, kJ/mol: 113.98
HOMO-LUMO gap, eV: 9.975

CARTESIAN COORDINATES (ANGSTROEM)
C 2.89 -0.57 -0.18
C 1.82 -0.20 0.18
C 0.54 0.33 0.58
S 0.08 2.05 0.01
C -0.55 0.42 -0.54
C -1.84 -0.04 -0.14
C -2.91 -0.52 0.10
H 3.89 -0.79 -0.43
H 0.22 0.08 1.61
H -0.26 0.18 -1.53
H -3.88 -0.94 0.34



A single C11H15B molecule, computed with wB97M-V/def2-TZVPD.

## Properties
LUMO level, eV: 0.6
ΔE to the lowest compared entry with this formula, charge and spin, kJ/mol: 160.58
HOMO-LUMO gap, eV: 8.755

CARTESIAN COORDINATES (ANGSTROEM)
C 2.76 1.92 -1.17
C 1.40 1.83 -1.89
C 0.29 1.22 -1.04
B -0.95 0.34 -1.45
C -2.46 0.16 -1.86
C 0.12 -0.34 -0.65
C -0.15 -0.90 0.67
C -1.26 -0.40 1.41
C -1.61 -1.01 2.56
C -0.71 -1.96 3.11
C 0.52 -2.28 2.51
C 0.74 -1.82 1.27
H 2.93 0.91 -0.72
H 2.75 2.77 -0.47
H 3.59 2.03 -1.84
H 1.49 1.20 -2.87
H 1.15 2.86 -2.09
H -0.10 1.79 -0.28
H -3.08 0.15 -1.00
H -2.73 -0.76 -2.39
H -3.03 0.98 -2.48
H 0.94 -0.89 -1.21
H -1.88 0.42 1.14
H -2.53 -0.68 3.07
H -0.97 -2.37 4.07
H 1.20 -2.98 2.91
H 1.56 -2.18 0.70



2 unconnected molecules or ions with the total composition C5H10O, computed with wB97M-V/def2-TZVPD.

## Properties
LUMO level, eV: 1.1
ΔE to the lowest compared entry with this formula, charge and spin, kJ/mol: 122.14
HOMO-LUMO gap, eV: 10.824

CARTESIAN COORDINATES (ANGSTROEM)
C -0.44 -0.91 1.41
C -1.43 -0.25 0.81
C -1.52 1.24 0.69
H -0.44 -1.99 1.47
H 0.40 -0.39 1.86
H -2.26 -0.82 0.37
H -0.60 1.72 1.04
H -2.35 1.63 1.28
H -1.69 1.55 -0.35
C 1.21 0.27 -1.61
C 1.85 -0.83 -0.81
O 2.73 -0.67 0.00
H 0.12 0.19 -1.55
H 1.49 0.16 -2.66
H 1.55 1.24 -1.24
H 1.45 -1.85 -1.01



A molecular structure, C30H40B2N14Os, computed with wB97M-V/def2-TZVPD.

## Properties
Total charge: +3
<S²>: 8.8008
2S+1: 6
LUMO level (alpha / beta), eV: -7.9 / -12.2
HOMO-LUMO gap (alpha / beta), eV: 8.246 / 4.426

CARTESIAN COORDINATES (ANGSTROEM)
Os -0.53 0.22 0.24
C 2.84 3.38 1.52
C 1.67 3.18 0.54
C 1.58 4.37 -0.42
C 0.39 3.06 1.31
C -0.12 4.02 2.19
C -1.29 3.48 2.69
N -1.48 2.27 2.14
N -0.45 2.00 1.29
B -2.67 1.34 2.37
N -2.20 0.04 3.10
C -2.70 -0.35 4.29
C -2.00 -1.46 4.67
C -1.03 -1.70 3.59
N -1.21 -0.78 2.65
C -0.04 -2.80 3.64
C 1.22 -2.31 4.40
C 0.32 -3.42 2.30
N -3.29 0.99 1.01
C -4.59 1.16 0.73
C -4.79 0.87 -0.60
C -3.53 0.52 -1.11
N -2.62 0.58 -0.11
C -3.39 0.23 -2.58
C -3.54 1.54 -3.37
C -2.18 -0.55 -3.08
H 3.79 3.32 0.99
H 2.84 2.63 2.31
H 2.78 4.36 1.99
H 1.83 2.27 -0.04
H 1.56 5.31 0.13
H 0.68 4.33 -1.03
H 2.45 4.39 -1.08
H 0.30 4.98 2.41
H -2.00 3.90 3.38
H -3.47 1.88 3.05
H -3.50 0.18 4.77
H -2.12 -2.04 5.57
H -0.48 -3.57 4.29
H 1.79 -1.62 3.78
H 1.84 -3.17 4.63
H 0.97 -1.82 5.34
H 0.79 -2.68 1.64
H -0.57 -3.81 1.81
H 1.01 -4.24 2.46
H -5.29 1.48 1.48
H -5.71 0.92 -1.14
H -4.27 -0.37 -2.83
H -2.73 2.23 -3.14
H -4.48 2.05 -3.14
H -3.52 1.33 -4.44
H -1.26 0.00 -2.91
H -2.28 -0.68 -4.16
H -2.11 -1.53 -2.63
C 1.04 1.65 -3.90
C 0.42 1.95 -2.69
N 0.55 0.93 -1.84
N 1.26 -0.03 -2.47
C 1.55 0.39 -3.73
B 1.64 -1.31 -1.71
N 2.22 -0.88 -0.32
C 3.48 -0.96 0.16
C 3.52 -0.39 1.42
C 2.23 0.03 1.65
N 1.45 -0.27 0.61
N 0.36 -2.15 -1.42
C -0.05 -3.37 -1.80
C -1.28 -3.64 -1.24
C -1.59 -2.51 -0.52
N -0.60 -1.61 -0.63
N 2.75 -2.01 -2.53
C 2.95 -3.18 -3.10
C 4.17 -3.12 -3.83
C 4.66 -1.81 -3.62
N 3.85 -1.19 -2.81
H 1.10 2.27 -4.78
H -0.14 2.83 -2.42
H 2.09 -0.23 -4.43
H 4.27 -1.40 -0.42
H 4.38 -0.30 2.06
H 1.82 0.52 2.52
H 0.51 -3.99 -2.47
H -1.87 -4.54 -1.36
H -2.47 -2.30 0.07
H 2.29 -4.03 -3.01
H 4.66 -3.92 -4.37
H 5.57 -1.36 -3.98



2 unconnected molecules or ions with the total composition C10H18N3O, computed with wB97M-V/def2-TZVPD.

## Properties
Total charge: +2
<S²>: 0.7685
2S+1: 2
LUMO level (alpha / beta), eV: -6.3 / -9.9
ΔE to the lowest compared entry with this formula, charge and spin, kJ/mol: 36.18
HOMO-LUMO gap (alpha / beta), eV: 10.226 / 7.531

CARTESIAN COORDINATES (ANGSTROEM)
C -2.58 -0.31 1.65
C -1.97 1.61 -2.10
C -2.74 0.40 -2.04
C -1.30 2.13 -0.95
C -2.84 -0.22 -0.84
C -1.50 1.50 0.24
C -2.29 0.34 0.35
O -1.82 2.26 -3.21
H -3.15 -0.03 -2.94
H -2.28 1.89 -3.98
H -0.73 3.05 -1.01
H -3.44 -1.11 -0.80
H -1.18 1.94 1.19
H -2.79 0.46 2.39
H -1.75 -0.95 1.95
H -3.49 -0.90 1.58
C 1.70 0.08 -0.54
C 3.10 0.70 -0.44
C 1.92 -1.64 1.24
N 1.29 -0.54 0.76
N 2.68 -2.35 0.43
N 1.77 -2.01 2.50
H 1.00 0.91 -0.53
H 1.45 -0.63 -1.31
H 3.45 0.87 -1.46
H 3.81 0.13 0.16
H 1.14 0.17 1.47
H 3.12 -1.92 -0.37
H 3.04 -3.24 0.73
H 1.32 -1.44 3.20
H 2.05 -2.93 2.82
H 3.03 1.75 -0.15



4 unconnected molecules or ions with the total composition C2H11NO5, computed with wB97M-V/def2-TZVPD.

## Properties
LUMO level, eV: 0.3
ΔE to the lowest compared entry with this formula, charge and spin, kJ/mol: 123.09
HOMO-LUMO gap, eV: 10.662

CARTESIAN COORDINATES (ANGSTROEM)
O 0.20 1.10 -1.94
C 0.14 0.85 -0.76
N 0.76 -0.14 -0.11
C 1.92 -0.96 -0.55
O 3.10 -0.47 0.03
H -0.57 1.32 -0.04
H 0.44 -0.34 0.84
H 1.66 -1.92 -0.12
H 1.93 -1.11 -1.62
H 3.39 0.23 -0.57
O -0.65 -0.80 2.21
H -0.50 -0.78 3.16
H -1.46 -0.50 1.79
O -1.90 3.00 -0.77
H -1.41 3.08 0.06
H -1.36 2.45 -1.36
O -2.25 -1.42 -0.02
H -1.31 -1.24 -0.24
H -2.13 -2.38 0.01